Record 1
{
  "formula": "C5H7BN2O",
  "method": "wB97M-V/def2-TZVPD",
  "e_tot_ev": -11001.759,
  "relative_energy_ev": 1.645,
  "spin_multiplicity": 1,
  "e_lumo_ha": 0.017,
  "max_force_ev_per_a": 4.355,
  "species": ["C", "C", "C", "C", "O", "B", "N", "C", "N", "H", "H", "H", "H", "H", "H", "H"],
  "coordinates": [[1.233, -2.127, 0.534], [0.603, -1.565, -0.331], [-0.393, -1.007, -1.239], [-1.530, -0.263, -0.451], [-1.186, 1.067, -0.180], [0.073, 1.400, 0.551], [0.623, 0.675, 1.578], [0.602, 2.770, -0.056], [0.949, 3.664, -0.683], [2.231, -2.177, 0.852], [0.021, -0.435, -2.101], [-0.833, -1.888, -1.742], [-1.874, -0.771, 0.498], [-2.415, -0.290, -1.163], [1.520, 1.053, 1.808], [0.377, -0.106, 2.125]],
  "forces_ev_per_a": [[0.40, 0.65, -1.15], [-0.59, -0.14, -0.22], [-0.78, -0.83, 0.11], [-0.76, -0.67, -0.83], [2.56, 0.89, 1.22], [-3.83, -0.22, -2.07], [1.08, 1.90, -0.32], [0.05, -1.13, 0.46], [0.14, 0.36, 0.01], [0.63, -0.68, 1.02], [-0.16, 0.08, 1.00], [-0.11, 0.27, 0.20], [0.67, 0.04, -1.00], [0.84, 0.44, 0.96], [0.46, -0.08, 0.61], [-0.58, -0.87, -0.02]],
  "mulliken_charge": [-0.229, -0.165, -0.555, -0.373, -0.493, 0.348, -0.312, 0.272, -0.463, 0.321, 0.287, 0.345, 0.328, 0.254, 0.194, 0.242]
}


Record 2
{
  "formula": "C8H14",
  "method": "wB97M-V/def2-TZVPD",
  "e_tot_ev": -8520.545,
  "relative_energy_ev": 2.535,
  "spin_multiplicity": 1,
  "e_lumo_ha": 0.035,
  "max_force_ev_per_a": 4.786,
  "species": ["C", "C", "C", "C", "C", "C", "C", "C", "H", "H", "H", "H", "H", "H", "H", "H", "H", "H", "H", "H", "H", "H"],
  "coordinates": [[-2.141, -2.381, -0.487], [-1.312, -1.353, -0.312], [-0.960, -0.588, 0.858], [-0.938, -1.050, 2.114], [-0.444, 0.797, 0.608], [0.792, 0.618, -0.205], [1.504, 2.008, -0.606], [2.756, 1.523, -1.529], [-2.315, -2.826, -1.451], [-2.710, -2.782, 0.329], [-0.721, -1.237, -1.251], [-0.586, -0.639, 3.056], [-1.248, -2.030, 2.410], [-1.211, 1.349, 0.043], [-0.281, 1.270, 1.649], [0.627, 0.052, -1.268], [1.433, 0.006, 0.313], [1.696, 2.628, 0.242], [0.800, 2.533, -1.285], [3.173, 2.353, -2.070], [3.514, 0.901, -0.972], [2.290, 0.975, -2.387]],
  "forces_ev_per_a": [[-0.27, 0.42, 0.91], [0.24, -1.75, -2.35], [0.14, 0.43, 1.99], [-0.25, -0.94, 0.37], [-0.86, 0.03, 0.95], [-0.03, 2.69, -3.96], [0.09, -3.26, -2.20], [-1.63, 0.22, 0.63], [0.27, -0.13, -0.19], [-0.46, -0.09, 0.31], [-0.51, 0.81, 0.94], [0.11, 1.26, -0.62], [-0.33, -0.94, -0.69], [0.25, 0.18, 0.29], [-0.01, -0.39, -1.87], [0.11, 1.50, 2.67], [1.87, -1.36, 1.27], [0.53, 0.29, 0.54], [0.38, -0.10, 0.45], [0.78, 0.55, 0.30], [-0.85, 0.76, -0.72], [0.43, -0.18, 0.98]],
  "mulliken_charge": [-0.962, -0.091, 0.986, -1.192, -0.427, -0.639, -0.493, -1.100, 0.274, 0.281, 0.046, 0.269, 0.311, 0.264, 0.295, 0.045, 0.501, 0.403, 0.265, 0.395, 0.269, 0.300]
}


Record 3
{
  "formula": "C6H8BrF",
  "method": "wB97M-V/def2-TZVPD",
  "e_tot_ev": -79106.279,
  "relative_energy_ev": 2.472,
  "spin_multiplicity": 1,
  "e_lumo_ha": 0.007,
  "max_force_ev_per_a": 5.089,
  "species": ["C", "C", "C", "C", "C", "C", "F", "Br", "H", "H", "H", "H", "H", "H", "H", "H"],
  "coordinates": [[-0.152, 0.501, 0.277], [-0.960, -0.378, 0.147], [0.953, 2.310, -1.205], [-1.689, -3.203, 0.821], [0.884, 1.561, 0.209], [-2.269, -2.039, 0.155], [-3.446, -1.598, 0.705], [-2.664, -2.311, -1.752], [0.051, 2.095, -1.706], [1.919, 1.952, -1.625], [0.985, 3.296, -0.983], [-0.630, -3.374, 0.290], [-2.343, -3.990, 0.912], [-1.619, -2.896, 1.808], [1.724, 0.997, 0.515], [0.820, 2.458, 0.885]],
  "forces_ev_per_a": [[0.18, 1.45, -0.14], [-3.01, -4.08, 0.43], [1.82, -4.11, 1.61], [3.83, 1.59, -1.95], [-1.43, 1.38, -0.28], [-0.10, 3.94, -1.74], [1.58, -0.37, -0.14], [0.35, 0.10, 0.66], [-0.62, -0.43, -1.15], [-1.06, 0.47, -0.59], [0.33, 3.16, 0.33], [-2.52, -0.08, 1.53], [-1.48, -2.15, -0.82], [1.06, 0.66, 2.17], [1.64, -0.01, -0.12], [-0.57, -1.53, 0.20]],
  "mulliken_charge": [-0.522, 0.397, -1.026, -0.959, -0.582, 0.471, -0.208, -0.111, 0.382, 0.235, 0.337, 0.292, 0.409, 0.319, 0.325, 0.241]
}


Record 4
{
  "formula": "C5H9O11Tl",
  "method": "wB97M-V/def2-TZVPD",
  "e_tot_ev": -32539.953,
  "relative_energy_ev": 1.939,
  "spin_multiplicity": 1,
  "e_lumo_ha": -0.222,
  "max_force_ev_per_a": 5.182,
  "species": ["Tl", "O", "C", "O", "O", "H", "O", "C", "O", "O", "H", "O", "C", "O", "O", "H", "C", "C", "O", "O", "H", "H", "H", "H", "H", "H"],
  "coordinates": [[1.315, 1.126, -0.261], [1.220, -3.598, -0.329], [1.757, -2.744, 0.505], [1.979, -3.040, 1.711], [2.107, -1.667, 0.131], [1.119, -4.478, 0.042], [0.803, 5.512, -2.173], [0.100, 4.779, -1.298], [0.143, 3.567, -1.285], [-0.664, 5.258, -0.459], [1.321, 4.786, -2.530], [-0.517, 0.305, 3.890], [0.668, -0.151, 3.580], [1.248, 0.267, 2.573], [1.281, -0.994, 4.238], [-0.698, 0.973, 3.224], [-1.057, -1.020, -1.933], [-1.748, -1.382, -0.701], [-0.951, -0.938, 0.513], [-0.698, 0.366, -2.048], [-1.504, -1.398, -2.852], [-0.072, -1.488, -1.904], [-1.890, -2.452, -0.552], [-2.652, -0.778, -0.614], [-1.266, -1.540, 1.191], [-1.344, 0.729, -2.658]],
  "forces_ev_per_a": [[-0.36, -0.10, 0.14], [-0.88, -0.72, -1.50], [0.21, -2.15, 2.75], [-0.38, -0.37, -0.07], [0.88, 3.89, -1.72], [0.05, -0.12, 0.45], [0.04, -0.31, 0.31], [-1.72, 2.28, 1.63], [1.59, -4.82, -1.03], [-0.40, 2.17, 0.26], [0.68, 0.17, -0.92], [-0.83, -0.10, 0.67], [0.46, -0.78, 0.60], [1.17, 0.73, -2.04], [-0.28, -0.25, 0.60], [-0.45, 0.41, -0.22], [2.79, -0.39, -0.87], [-0.23, 1.27, 2.85], [-0.58, -0.51, -1.80], [-0.94, -0.34, -0.06], [-0.47, 0.11, 0.16], [0.07, -0.48, 0.03], [-0.28, 0.08, -0.58], [-0.48, -0.49, -0.08], [0.22, 0.11, 0.37], [0.10, 0.73, 0.10]],
  "mulliken_charge": [0.981, -0.419, 0.764, -0.472, -0.459, 0.320, -0.440, 0.696, -0.592, -0.544, 0.319, -0.434, 0.745, -0.399, -0.429, 0.326, -0.578, -0.285, -0.459, -0.430, 0.469, 0.186, 0.378, 0.241, 0.240, 0.274]
}